Entry from the OMol25 dataset: 2 unconnected molecules or ions with the total composition CH4BNO2 in a non-equilibrium geometry (ωB97M-V/def2-TZVPD).

Atoms and positions in Å:
B (1.26821, -1.21264, -0.20063)
C (-1.02888, 1.18787, -0.12547)
N (-0.72532, 0.08889, 0.45199)
O (-1.43965, -0.65323, 1.05051)
O (0.59693, -0.20916, 0.41009)
H (0.74312, -2.08515, -0.89600)
H (2.32738, -1.01058, 0.13181)
H (-1.91772, 1.68354, -0.31607)
H (0.17593, 2.21047, -0.50622)

Summary:
Multiplicity ... 1
Highest occupied orbital energy ... -9.49 eV
M ... 72.86 g/mol
HOMO-LUMO gap ... 9.798 eV
Total energy ... -270.36571 Ha
Lowest unoccupied orbital energy ... 0.307 eV
Charge ... 0
Relative energy (zero: lowest compared OMol25 entry of this formula, charge and spin) ... 422.5 kJ/mol

Entry from the OMol25 dataset: 8 unconnected molecules or ions with the total composition C41H96N4O13 in a non-equilibrium geometry (ωB97M-V/def2-TZVPD).

Atoms and positions in Å:
C (-5.32083, 4.10471, -2.06916)
C (-4.41212, 3.31375, -1.12940)
C (-4.39583, 1.84464, -1.57911)
C (-2.98093, 3.83211, -1.17510)
C (-2.76388, 5.15383, -0.43371)
C (-3.27449, 5.01396, 0.97082)
C (-4.72773, 4.56628, 1.10947)
C (-4.93955, 4.06079, 2.55702)
C (-5.65464, 5.79423, 0.93860)
N (-4.93330, 3.40969, 0.25047)
O (-6.18275, 2.78162, 0.38760)
H (-4.95227, 4.36584, -3.06160)
H (-6.27987, 3.59996, -2.19817)
H (-5.49459, 5.06958, -1.58435)
H (-3.99074, 1.09407, -0.89982)
H (-5.37076, 1.54701, -1.97084)
H (-3.76753, 1.66146, -2.46115)
H (-2.16149, 3.18558, -0.85098)
H (-2.78696, 3.92464, -2.24989)
H (-1.70819, 5.41436, -0.45836)
H (-3.40000, 5.90274, -0.92189)
H (-3.10400, 5.89794, 1.59270)
H (-2.63746, 4.27490, 1.48203)
H (-4.45843, 3.08221, 2.62885)
H (-5.98357, 3.86948, 2.80109)
H (-4.47785, 4.75245, 3.26094)
H (-5.68658, 6.43607, 1.82126)
H (-6.68622, 5.47211, 0.78471)
H (-5.27958, 6.45055, 0.14973)
H (-6.76555, 3.15649, -0.29303)
C (1.08241, -5.50278, -1.01620)
C (0.26608, -6.26023, 0.07582)
C (1.24633, -6.87256, 1.06440)
C (-0.64071, -5.19270, 0.70235)
C (-1.76055, -5.77048, 1.60533)
C (-2.57814, -6.69116, 0.70854)
C (-1.76985, -7.83920, 0.06736)
C (-1.48582, -8.85948, 1.20891)
C (-2.67591, -8.44483, -0.99673)
N (-0.60291, -7.24735, -0.57687)
O (0.09484, -8.05035, -1.51499)
H (0.32113, -5.22663, -1.74302)
H (1.66704, -4.72576, -0.52983)
H (1.77941, -6.20615, -1.47011)
H (0.75856, -7.44663, 1.85834)
H (1.94201, -7.49792, 0.50610)
H (1.75720, -6.16435, 1.72450)
H (0.01962, -4.64000, 1.38279)
H (-1.03415, -4.47516, -0.01471)
H (-1.40431, -6.16118, 2.55724)
H (-2.37031, -4.89374, 1.84816)
H (-3.06126, -6.08407, -0.06049)
H (-3.37806, -7.09351, 1.33903)
H (-2.42998, -9.35019, 1.42500)
H (-0.96415, -8.31721, 1.98843)
H (-0.77511, -9.60066, 0.82846)
H (-2.16098, -9.32475, -1.38444)
H (-2.78688, -7.68878, -1.77806)
H (-3.70366, -8.63857, -0.69349)
H (0.45518, -8.76067, -0.95909)
C (3.98505, 3.53713, -2.55681)
C (4.49766, 3.03073, -1.18736)
C (4.86816, 4.24395, -0.28937)
C (3.36195, 2.32112, -0.46972)
C (3.13560, 0.85283, -0.79610)
C (4.44162, 0.03018, -0.89685)
C (5.65844, 0.69394, -1.56430)
C (6.91886, 0.25067, -0.81737)
C (5.69843, 0.30430, -3.03973)
N (5.63216, 2.14758, -1.40419)
O (6.78743, 2.78468, -1.90979)
H (3.26355, 4.35309, -2.47567)
H (4.89528, 3.78351, -3.10777)
H (3.45996, 2.79311, -3.15330)
H (5.62061, 4.91315, -0.71294)
H (3.95931, 4.79413, -0.05899)
H (5.28308, 3.81893, 0.62772)
H (3.36859, 2.45532, 0.61670)
H (2.36987, 2.74255, -0.67612)
H (2.53955, 0.39791, 0.00008)
H (2.53202, 0.67162, -1.68844)
H (4.16142, -0.84677, -1.48616)
H (4.65103, -0.35221, 0.10443)
H (7.84152, 0.33270, -1.40099)
H (6.85331, -0.82001, -0.58754)
H (7.18457, 0.76059, 0.10871)
H (6.27888, 1.00204, -3.64556)
H (4.66965, 0.45363, -3.38630)
H (6.02741, -0.71329, -3.24252)
H (6.85508, 3.58963, -1.38189)
C (0.63444, 5.09145, 0.96067)
O (1.29333, 4.00017, 1.52869)
C (0.35191, 3.01094, 1.88930)
C (1.11480, 1.82842, 2.50518)
N (1.70255, 2.18464, 3.77707)
C (2.81910, 1.31789, 4.12827)
C (3.78158, 1.90427, 5.13845)
O (4.50400, 2.97581, 4.57937)
C (5.71674, 2.66418, 3.96137)
H (1.34499, 5.87504, 0.68595)
H (-0.08544, 5.58399, 1.62494)
H (0.09856, 4.93036, 0.01601)
H (-0.10903, 2.50767, 1.02961)
H (-0.39162, 3.38998, 2.59408)
H (1.89185, 1.67258, 1.73959)
H (0.53852, 0.90789, 2.61631)
H (2.14150, 3.10092, 3.69252)
H (3.47389, 1.13042, 3.25908)
H (2.46874, 0.33726, 4.46830)
H (4.52962, 1.18086, 5.48947)
H (3.23533, 2.21935, 6.03392)
H (6.42958, 2.22152, 4.66721)
H (6.19024, 3.56676, 3.57807)
H (5.61469, 1.98987, 3.10311)
O (0.14180, -0.02132, -1.87881)
C (-1.02630, 0.42280, -1.16568)
C (-0.93176, -0.13498, 0.25859)
O (-1.13506, -1.52757, 0.29042)
H (0.22244, -0.94737, -1.61515)
H (-1.09812, 1.51154, -1.12595)
H (-1.83985, 0.16574, -1.85162)
H (-1.60344, 0.42743, 0.91960)
H (0.07085, 0.07838, 0.64936)
H (-1.24285, -1.79366, 1.21884)
O (-1.11130, -1.88188, 3.10003)
C (-2.02031, -1.80968, 4.22669)
C (-1.73423, -0.53228, 5.01010)
O (-0.57342, -0.67649, 5.81271)
H (-0.32386, -2.33501, 3.41658)
H (-3.00637, -1.85437, 3.75657)
H (-1.83831, -2.75230, 4.75151)
H (-2.61527, -0.31404, 5.62813)
H (-1.67537, 0.32971, 4.34151)
H (0.04793, -0.01504, 5.49432)
O (-5.33521, -3.93758, -3.27746)
C (-3.93500, -3.75564, -3.13928)
C (-3.57054, -2.94464, -1.91015)
O (-2.18834, -2.61776, -1.92045)
H (-5.71285, -3.29814, -3.88386)
H (-3.51244, -4.75146, -2.98469)
H (-3.52508, -3.31747, -4.05110)
H (-3.70787, -3.54477, -1.00417)
H (-4.34295, -2.16107, -1.86619)
H (-1.92243, -2.60794, -0.98066)
O (0.66833, -0.05419, -6.13753)
C (1.44434, 1.16319, -6.24101)
C (2.03901, 1.62407, -4.91888)
O (0.99082, 2.09898, -4.08337)
H (-0.24286, 0.24199, -6.15299)
H (2.24463, 1.00947, -6.96812)
H (0.70683, 1.90520, -6.54754)
H (2.69682, 2.47861, -5.10335)
H (2.67130, 0.90356, -4.38680)
H (0.50699, 1.30101, -3.82000)

Summary:
Multiplicity ... 1
Highest occupied orbital energy ... -7.31 eV
M ... 853.23 g/mol
HOMO-LUMO gap ... 7.541 eV
Total energy ... -2816.57332 Ha
Lowest unoccupied orbital energy ... 0.229 eV
SMILES ... CC1(C)CCCC(C)(C)N1O.CC1(C)CCCC(C)(C)N1O.CC1(C)CCCC(C)(C)N1O.COCCNCCOC.OCCO.OCCO.OCCO.OCCO
Charge ... 0
Relative energy (zero: lowest compared OMol25 entry of this formula, charge and spin) ... 0.0 kJ/mol

Entry from the OMol25 dataset: C11H16OSe in the gas phase in a non-equilibrium geometry (ωB97M-V/def2-TZVPD).

Atoms and positions in Å:
C (3.34061, -1.48225, 0.70273)
C (3.27593, -1.08657, -0.63400)
C (2.45303, -0.98565, 1.64313)
C (2.56191, -0.02814, -1.02011)
C (1.56144, 0.01447, 1.19803)
C (1.69006, 0.56605, -0.03872)
C (-1.69746, -1.18710, 0.46123)
C (-3.41893, 0.50732, -0.41363)
C (-1.62293, -0.20269, -1.85616)
C (0.51767, 2.70476, 1.17691)
C (-1.99576, 0.07435, -0.42557)
O (-1.13139, 1.15477, 0.08239)
Se (0.48763, 1.93274, -0.45112)
H (4.04212, -2.30165, 1.16555)
H (3.90017, -1.63124, -1.48138)
H (2.42201, -1.20192, 2.70022)
H (2.62082, 0.37242, -2.00622)
H (0.70318, 0.27175, 1.77555)
H (-2.27673, -1.00124, 1.36219)
H (-2.19816, -2.12299, 0.17681)
H (-0.68133, -1.32300, 0.56262)
H (-3.73430, 0.18464, -1.40497)
H (-3.51112, 1.55110, -0.21971)
H (-4.01217, -0.09517, 0.28373)
H (-0.51413, -0.52372, -1.77658)
H (-2.23527, -1.00035, -2.23846)
H (-1.85827, 0.68415, -2.46568)
H (-0.03978, 3.65664, 1.32450)
H (1.35114, 2.49856, 1.81672)

Summary:
Multiplicity ... 1
Highest occupied orbital energy (alpha / beta) ... -7.39 / -7.39 eV
M ... 243.21 g/mol
HOMO-LUMO gap (alpha / beta) ... 7.726 / 7.724 eV
Total energy ... -2905.23397 Ha
Lowest unoccupied orbital energy (alpha / beta) ... 0.338 / 0.338 eV
Charge ... 0
Relative energy (zero: lowest compared OMol25 entry of this formula, charge and spin) ... 254.3 kJ/mol